Model one:
DFT (ωB97M-V/def2-TZVPD) results for a 2-piece molecular cluster, C7H12N overall.

Computed properties:
Gap between HOMO and LUMO ... 6.995 eV
Net charge ... +1
E_HOMO ... -13.23 eV

Geometry as XYZ:
```
20
Properties=species:S:1:pos:R:3:lowdin_charge:R:1
C -2.744 -0.511 -0.068 0.18
C -1.701 0.148 -0.567 -0.09
C 1.930 0.461 -0.270 0.03
C 1.533 1.812 -0.766 0.01
C -0.167 1.213 1.538 0.07
C -0.671 0.637 0.243 -0.02
C 0.631 1.109 0.276 -0.28
N 0.228 -2.793 -0.163 0.05
H -3.563 -0.950 -0.647 0.11
H -2.780 -0.618 1.062 0.13
H -1.421 0.177 -1.613 0.13
H 1.595 -0.370 -0.796 0.08
H 2.732 0.422 0.475 0.14
H 1.941 2.746 -0.542 0.11
H 1.351 2.019 -1.748 0.09
H -0.448 2.255 1.743 0.13
H 0.101 0.670 2.430 0.12
H 0.643 -3.749 -0.319 0.07
H 0.555 -2.399 0.678 -0.01
H 0.255 -2.279 -0.947 -0.06
```


Model two:
DFT (ωB97M-V/def2-TZVPD) results for an isolated ion of composition C7H12N and charge +1.

Computed properties:
Gap between HOMO and LUMO ... 10.728 eV
Net charge ... +1
E_HOMO ... -14.30 eV
SMILES ... CC/[N+](C)=c1\cc1C

Geometry as XYZ:
```
20
Properties=species:S:1:pos:R:3:lowdin_charge:R:1
C 1.401 -1.563 -0.623 0.24
C 1.952 -0.354 -0.231 -0.08
C 0.559 -0.438 -0.445 -0.19
C 2.990 0.420 0.448 -0.01
C -2.345 -0.851 0.730 -0.06
C -0.510 1.641 -0.116 0.02
C -1.784 -0.493 -0.668 -0.16
N -0.498 0.258 -0.580 -0.11
H 1.406 -2.609 -0.898 0.13
H 3.913 -0.152 0.666 0.11
H 2.469 1.151 1.104 0.10
H 3.416 1.171 -0.385 0.16
H -1.535 -1.407 1.328 0.10
H -2.467 0.091 1.398 0.11
H -3.186 -1.443 0.748 0.04
H -0.141 2.310 -0.856 0.08
H 0.135 1.687 0.789 0.10
H -1.688 1.827 0.045 0.15
H -2.555 0.132 -1.174 0.13
H -1.532 -1.377 -1.277 0.13
```


Which one sits at the bottom of the stability order? model one does.


Model one:
DFT (ωB97M-V/def2-TZVPD) results for C32H41NPSSbSiV as an isolated structure.

Computed properties:
Gap between HOMO and LUMO ... 6.515 eV
Net charge ... +3
E_HOMO ... -17.06 eV

Geometry as XYZ:
```
79
Properties=species:S:1:pos:R:3:lowdin_charge:R:1
V 0.344 -0.026 0.212 0.43
C 5.471 3.561 -1.609 -0.16
Si 4.453 3.583 -0.059 0.53
C 2.969 4.688 -0.202 -0.20
C 5.463 3.959 1.448 -0.16
C 3.877 1.740 0.174 -0.17
C 4.877 0.799 0.452 0.00
C 4.614 -0.557 0.653 0.01
C 3.317 -0.991 0.558 -0.10
N 2.324 -0.124 0.269 -0.15
C 2.609 1.194 0.099 -0.59
S 1.060 2.024 -0.189 0.90
H 5.844 4.566 -1.819 0.05
H 4.883 3.243 -2.472 0.04
H 6.342 2.909 -1.530 0.04
H 3.348 5.714 -0.238 0.05
H 2.301 4.634 0.660 0.03
H 2.390 4.537 -1.114 0.02
H 5.806 4.996 1.408 0.06
H 6.358 3.343 1.546 0.04
H 4.875 3.850 2.362 0.05
H 5.907 1.132 0.526 0.13
H 5.407 -1.255 0.882 0.14
H 3.036 -2.021 0.724 0.10
C -2.653 -3.641 0.807 -0.04
C -3.543 -2.861 -0.119 -0.28
C -4.650 -3.502 -0.669 0.00
C -5.494 -2.858 -1.559 0.00
C -5.263 -1.534 -1.920 -0.03
C -4.181 -0.865 -1.386 -0.06
C -3.317 -1.525 -0.496 -0.32
P -2.028 -0.600 0.307 1.09
C -1.790 1.051 -0.364 -0.41
C -2.054 2.155 0.498 -0.06
C -2.118 3.433 0.002 -0.02
C -1.925 3.643 -1.364 0.02
C -1.662 2.585 -2.225 -0.01
C -1.579 1.282 -1.762 -0.31
C -1.218 0.201 -2.738 -0.05
C -2.286 -0.437 2.052 -0.34
C -3.555 -0.385 2.625 -0.03
C -3.663 -0.057 3.968 -0.01
C -2.522 0.233 4.711 0.00
C -1.258 0.177 4.135 0.01
C -1.131 -0.187 2.799 -0.28
C 0.198 -0.372 2.158 -0.14
H -2.203 -4.482 0.276 0.10
H -3.227 -4.060 1.634 0.11
H -1.851 -3.050 1.256 0.04
H -4.850 -4.530 -0.392 0.14
H -6.345 -3.388 -1.967 0.13
H -5.934 -1.023 -2.597 0.13
H -4.032 0.177 -1.633 0.12
H -2.225 1.981 1.551 0.12
H -2.333 4.266 0.656 0.14
H -1.988 4.647 -1.766 0.14
H -1.516 2.782 -3.280 0.14
H -1.592 0.444 -3.732 0.12
H -1.619 -0.775 -2.473 0.03
H -0.127 0.131 -2.835 0.09
H -4.439 -0.579 2.030 0.13
H -4.637 -0.013 4.436 0.13
H -2.619 0.495 5.756 0.13
H -0.381 0.385 4.735 0.13
H 0.446 -1.442 1.971 0.09
H 1.030 0.101 2.681 0.11
C 0.891 -3.979 0.397 -0.25
Sb 0.567 -2.491 -1.069 1.41
C -0.877 -3.328 -2.353 -0.24
C 2.310 -2.598 -2.257 -0.24
H 1.128 -4.900 -0.136 0.05
H 0.006 -4.130 1.008 0.00
H 1.732 -3.714 1.033 0.01
H -0.632 -4.387 -2.437 0.05
H -0.792 -2.864 -3.334 0.04
H -1.887 -3.215 -1.971 0.00
H 2.123 -3.337 -3.035 0.04
H 3.144 -2.925 -1.640 0.02
H 2.543 -1.639 -2.716 0.03
```


Model two:
DFT (ωB97M-V/def2-TZVPD) results for C32H41NPSSbSiV as an isolated structure.

Computed properties:
Gap between HOMO and LUMO (spin up / spin down) ... 6.208 / 6.207 eV
Net charge ... +3
E_HOMO (spin up / spin down) ... -17.00 / -17.00 eV

Geometry as XYZ:
```
79
Properties=species:S:1:pos:R:3:lowdin_charge:R:1
V 0.104 -0.525 -0.282 0.42
C 3.312 2.799 -3.093 -0.20
Si 4.238 2.843 -1.465 0.56
C 5.899 1.963 -1.481 -0.15
C 4.430 4.593 -0.791 -0.15
C 3.209 1.928 -0.090 -0.18
C 3.636 2.051 1.243 0.00
C 2.969 1.443 2.300 0.01
C 1.867 0.660 2.019 -0.12
N 1.451 0.511 0.758 -0.19
C 2.078 1.147 -0.252 -0.63
S 1.132 0.825 -1.715 0.84
H 3.861 3.389 -3.830 0.05
H 2.313 3.234 -3.014 0.03
H 3.221 1.789 -3.500 0.02
H 6.565 2.478 -2.176 0.05
H 5.819 0.925 -1.810 0.03
H 6.376 1.977 -0.500 0.04
H 4.986 5.189 -1.517 0.05
H 4.988 4.604 0.146 0.04
H 3.460 5.066 -0.630 0.04
H 4.506 2.662 1.457 0.13
H 3.299 1.572 3.321 0.14
H 1.306 0.166 2.803 0.14
C -1.434 0.710 -4.401 -0.04
C -2.437 -0.410 -4.337 -0.26
C -3.162 -0.818 -5.451 0.00
C -4.080 -1.855 -5.363 -0.01
C -4.305 -2.503 -4.154 -0.03
C -3.600 -2.123 -3.028 -0.08
C -2.673 -1.079 -3.134 -0.32
P -1.874 -0.564 -1.598 1.13
C -1.450 -2.157 -0.781 -0.44
C -2.150 -2.560 0.384 -0.05
C -2.256 -3.892 0.713 -0.01
C -1.708 -4.852 -0.139 0.02
C -1.002 -4.476 -1.275 -0.03
C -0.818 -3.140 -1.602 -0.30
C -0.035 -2.785 -2.835 -0.02
C -3.070 0.299 -0.597 -0.31
C -4.383 0.556 -0.996 -0.02
C -5.212 1.271 -0.150 -0.02
C -4.727 1.751 1.061 0.00
C -3.408 1.526 1.438 0.00
C -2.568 0.793 0.610 -0.30
C -1.143 0.549 0.995 -0.11
H -1.427 1.186 -5.379 0.10
H -0.423 0.338 -4.206 0.06
H -1.669 1.478 -3.657 0.09
H -3.015 -0.311 -6.396 0.13
H -4.628 -2.161 -6.244 0.13
H -5.035 -3.298 -4.083 0.13
H -3.784 -2.613 -2.079 0.12
H -2.676 -1.823 0.980 0.12
H -2.800 -4.197 1.597 0.14
H -1.840 -5.904 0.085 0.14
H -0.599 -5.237 -1.933 0.14
H 0.803 -3.469 -2.970 0.10
H 0.345 -1.761 -2.821 0.04
H -0.663 -2.897 -3.724 0.12
H -4.747 0.209 -1.954 0.12
H -6.235 1.470 -0.439 0.13
H -5.372 2.326 1.712 0.13
H -3.033 1.929 2.371 0.13
H -1.060 -0.196 1.813 0.11
H -0.695 1.484 1.321 0.10
C 1.777 -4.704 0.484 -0.24
Sb 1.806 -2.571 0.557 1.44
C 2.954 -2.340 2.347 -0.25
C 3.378 -2.183 -0.846 -0.24
H 2.815 -5.009 0.612 0.04
H 1.403 -5.063 -0.468 0.01
H 1.182 -5.101 1.304 0.03
H 3.634 -3.191 2.362 0.04
H 2.331 -2.369 3.238 0.03
H 3.530 -1.419 2.321 0.01
H 4.291 -2.608 -0.432 0.04
H 3.502 -1.112 -0.988 -0.01
H 3.166 -2.659 -1.802 0.02
```


Which one sits at the bottom of the stability order? model two does.